Here is C28H25F5NORuS as an isolated structure in a non-equilibrium geometry from the Open Molecules 2025 dataset. Energies are from ωB97M-V/def2-TZVPD.

The geometry in XYZ format:
```
62
Properties=species:S:1:pos:R:3:forces:R:3
C 1.580776 -0.140021 1.668846 1.698 0.970 0.034
C 2.044334 -0.771106 0.454478 1.223 0.709 0.056
C 2.175357 0.226001 -0.537482 0.334 -0.521 0.139
H 2.380321 -1.804851 0.385383 -0.092 0.439 -0.016
C 1.727696 1.454552 -0.013015 0.309 0.108 0.723
C 1.315682 1.255953 1.338489 1.304 -0.428 0.087
H 1.842776 2.425668 -0.491009 -0.322 -0.303 0.013
C -1.789025 -2.471002 2.304774 0.051 -0.535 -0.559
C -0.415209 -2.618613 2.005646 -0.222 -0.658 -0.866
C -0.248123 -2.381339 0.591056 -0.855 -1.232 -0.113
H 0.383537 -2.979001 2.649287 -0.319 0.280 -0.013
C -1.535113 -2.024154 0.048935 0.244 -1.224 0.321
C -2.482301 -2.123444 1.118808 0.220 -0.253 -0.511
H 2.659408 0.083445 -1.502036 -0.368 0.019 0.096
H 1.070343 2.019490 2.066267 -0.024 -0.096 -0.230
H 1.604781 -0.558796 2.662607 0.253 -0.020 0.025
H -3.556574 -1.976936 1.003656 0.389 0.104 0.235
H 0.594098 -2.610660 -0.045727 -0.149 -0.243 0.347
H -2.254398 -2.693399 3.257627 0.135 0.371 -0.055
Ru -0.336799 -0.305478 1.056779 -0.057 -0.814 1.208
C -1.721689 -1.859087 -1.447404 0.011 0.218 0.416
C -3.190338 -1.528784 -1.714306 -0.223 -0.027 -0.207
C -1.280106 -3.102191 -2.233690 -0.130 -0.077 -0.183
H -3.799741 -2.410081 -1.470019 0.097 0.238 -0.094
H -3.377980 -1.264113 -2.760280 0.092 -0.096 0.036
H -3.555326 -0.700965 -1.090770 0.186 -0.145 -0.075
H -1.805374 -4.008761 -1.916629 0.060 0.165 -0.012
H -0.197524 -3.260682 -2.138074 -0.281 -0.045 0.077
H -1.482610 -2.913408 -3.298522 -0.020 -0.241 0.197
C -0.743275 -0.765752 -1.974832 0.453 -0.383 -0.570
C -1.128247 0.596779 -1.559462 1.057 -0.120 3.531
H -0.659650 -0.830612 -3.065279 -0.413 0.050 0.467
H 0.283578 -0.969395 -1.613128 -0.526 0.011 0.039
O -1.164846 0.854031 -0.300038 -1.989 1.219 -5.534
N -1.370108 1.548855 -2.496021 -1.003 0.888 -1.371
C -0.269522 2.452092 -2.907036 -0.375 0.114 0.333
H -2.273219 2.006269 -2.360898 0.649 0.264 0.260
C 0.930227 1.770202 -3.517466 0.461 -0.010 -0.801
C 2.151913 2.453558 -3.434052 0.045 -0.265 0.187
H 2.146757 3.451313 -2.990110 0.165 -0.296 0.057
C 3.336842 1.896321 -3.914410 -0.313 0.022 -0.145
H 4.268645 2.460295 -3.830260 -0.286 -0.247 -0.052
C 3.310854 0.627470 -4.505656 -0.149 -0.014 0.260
H 4.239577 0.175375 -4.857624 -0.295 0.066 0.137
C 2.091108 -0.040318 -4.659442 -0.167 0.457 -0.141
H 2.066004 -1.033704 -5.123899 -0.040 0.523 0.066
C 0.891602 0.581292 -4.257866 0.416 -0.089 0.007
H -0.064443 0.147176 -4.562175 0.363 0.089 0.358
H 0.082405 3.027747 -2.028406 -0.155 -0.175 -0.362
H -0.709435 3.162937 -3.614272 0.045 -0.110 0.076
F 0.562770 1.713933 8.059077 -0.067 0.019 -0.541
C 0.182186 1.531118 6.779711 0.082 -0.200 0.296
C -0.539936 2.524771 6.115895 -0.093 -0.012 0.185
F -0.841658 3.680478 6.752179 0.287 -0.729 -0.434
C -0.982013 2.280476 4.823197 0.070 0.001 -0.196
F -1.664452 3.254206 4.177327 0.369 -0.530 0.537
C -0.756901 1.050775 4.169147 0.021 0.329 0.127
S -1.538655 0.830622 2.612075 -1.339 0.955 2.065
C -0.009310 0.085841 4.867148 -0.373 -0.051 -0.305
F 0.197510 -1.145500 4.321922 -0.060 0.899 0.528
C 0.466467 0.316687 6.149862 0.023 0.001 0.108
F 1.156335 -0.653554 6.791140 -0.407 0.661 -0.246
```
Positions in Å, forces in eV/Å.

Results
E_HOMO (spin up / spin down) = -6.294 / -7.295 eV
max |F| = 6.0 eV/Å
frontier orbital gap (spin up / spin down) = 0.2223 / 0.2334 Ha
2S+1 = 6

Here is C28H25N4O2S2V as an isolated structure in a non-equilibrium geometry from the Open Molecules 2025 dataset. Energies are from ωB97M-V/def2-TZVPD.

The geometry in XYZ format:
```
62
Properties=species:S:1:pos:R:3:forces:R:3
V 0.279925 0.240627 0.088719 -0.580 -0.333 -1.545
O 1.915999 0.441715 0.188290 1.828 0.618 0.094
C 2.997392 1.319650 0.291720 -0.939 -0.648 -0.127
C 4.283952 0.833746 0.283886 0.257 -0.019 -0.015
C 5.303720 1.758955 0.430175 0.016 -0.008 -0.004
C 5.010189 3.114458 0.575542 0.020 -0.005 0.002
C 3.700317 3.565077 0.580684 0.056 -0.012 -0.007
C 2.652783 2.658068 0.434342 -0.323 0.352 0.045
C 1.244761 3.058875 0.458152 -0.004 -0.248 -0.036
N 0.149380 2.261074 0.381695 -0.133 0.292 0.021
C -0.965262 3.099845 0.493236 0.157 -0.438 0.031
C -0.542199 4.370727 0.622158 0.221 0.182 0.004
N 0.832531 4.319813 0.591847 -0.121 0.254 0.065
H 4.478564 -0.224401 0.177067 -0.008 0.007 -0.006
H 6.331947 1.424463 0.434632 0.002 0.010 0.002
H 5.815204 3.826956 0.691217 0.008 -0.004 -0.003
H 3.515978 4.623873 0.705553 0.005 -0.006 -0.009
H -1.974796 2.728590 0.492032 0.019 -0.043 -0.030
H -1.084474 5.294450 0.729309 0.011 0.002 0.007
H 1.437213 5.124603 0.673959 -0.015 -0.001 -0.007
S -1.622889 0.467587 -1.204460 -0.068 -0.009 -0.344
C -2.103828 -1.128682 -1.724506 0.522 -0.028 0.402
N -3.274355 -1.376762 -2.178041 -0.469 -0.122 -0.313
C -3.624690 -2.755653 -2.611308 -0.016 0.247 0.018
C -2.423814 -3.405891 -3.229755 0.201 0.006 0.128
N -1.291004 -3.342370 -2.269270 0.041 -0.364 -0.365
C -0.331509 -4.512180 -2.298366 -0.158 0.144 0.090
C 0.547419 -4.430014 -3.512027 -0.026 -0.044 -0.033
C 0.124583 -5.000150 -4.709576 -0.005 -0.012 -0.059
C 0.930062 -4.930796 -5.835875 -0.025 -0.020 0.008
C 2.164091 -4.300254 -5.764329 0.008 0.010 -0.014
C 2.596963 -3.745884 -4.567297 0.021 0.002 0.030
C 1.791503 -3.809404 -3.440472 0.009 0.048 -0.021
C -1.109750 -2.270477 -1.580902 -0.169 0.414 0.304
S 0.163542 -2.087372 -0.441042 -0.201 0.220 0.025
C -4.373584 -0.368082 -2.376424 0.176 -0.135 0.134
C -4.573629 -0.130807 -3.846027 -0.148 -0.075 0.021
C -3.568316 0.427584 -4.629930 0.069 0.056 -0.061
C -3.785189 0.628826 -5.983619 -0.001 0.001 -0.005
C -5.004936 0.278253 -6.553913 0.069 0.031 -0.034
C -6.007198 -0.274753 -5.774165 -0.043 -0.033 0.068
C -5.790675 -0.486966 -4.418756 0.000 0.022 -0.068
H -4.424491 -2.664109 -3.344115 0.011 0.003 -0.007
H -4.000554 -3.288361 -1.735320 0.016 -0.034 0.008
H -2.117154 -2.918276 -4.156770 -0.011 0.007 -0.019
H -2.626385 -4.452159 -3.442314 0.009 -0.007 0.027
H -0.963382 -5.398458 -2.316243 -0.018 -0.001 0.030
H 0.226706 -4.504554 -1.366243 0.025 0.028 -0.003
H -0.817334 -5.536072 -4.761638 0.018 -0.005 0.005
H 0.607042 -5.391683 -6.759355 0.002 0.007 0.000
H 2.800272 -4.262880 -6.638212 0.003 0.003 0.005
H 3.575734 -3.289190 -4.507627 -0.009 0.005 -0.001
H 2.148486 -3.411801 -2.497205 -0.001 -0.002 0.002
H -4.123171 0.519178 -1.800800 0.035 0.021 -0.058
H -5.260787 -0.830161 -1.943612 -0.008 0.026 0.073
H -2.621344 0.730965 -4.191300 -0.035 -0.017 0.008
H -3.011259 1.071984 -6.595572 -0.001 -0.001 0.003
H -5.173795 0.445345 -7.609176 0.008 0.003 0.005
H -6.959463 -0.537557 -6.214426 0.007 0.003 -0.001
H -6.581772 -0.907806 -3.807604 0.012 0.006 -0.001
O -0.186902 -0.333027 3.108271 0.023 0.025 -0.008
C -0.027944 -0.131492 2.025583 -0.353 -0.382 1.541
```
Positions in Å, forces in eV/Å.

Results
E_HOMO (spin up / spin down) = -16.346 / -16.346 eV
ΔE to the lowest compared entry with this formula, charge and spin = 0.00 kcal per mole
max |F| = 1.9 eV/Å
frontier orbital gap (spin up / spin down) = 0.1765 / 0.2004 Ha
2S+1 = 2
net charge = +3

Here is an isolated molecule of C28H25N5O4S in a non-equilibrium geometry from the Open Molecules 2025 dataset. Energies are from ωB97M-V/def2-TZVPD.

The geometry in XYZ format:
```
63
Properties=species:S:1:pos:R:3:forces:R:3
C 1.311426 -3.865946 0.114499 0.085 -0.010 0.022
C 0.129070 -2.978113 0.321787 -0.065 0.128 -0.456
C -0.474249 -2.325791 -0.722079 0.239 -0.228 0.163
C -1.600754 -1.512219 -0.506954 -0.386 0.189 0.288
C -2.273568 -0.799813 -1.533276 -0.531 -0.182 0.339
C -3.442349 -0.139280 -1.249007 0.380 -0.178 -0.061
C -3.911814 -0.117591 0.084107 0.397 -0.218 -0.066
N -3.251847 -0.692036 1.063920 -0.437 0.231 0.119
C -2.136769 -1.389793 0.805545 0.512 -0.175 -0.630
C -1.478709 -2.036247 1.887736 0.189 -0.188 0.071
C -0.375248 -2.800992 1.626270 -0.290 0.221 0.093
H 0.129870 -3.303832 2.438526 0.032 -0.056 0.144
C -2.027821 -1.869643 3.267404 0.006 -0.020 -0.026
H -3.085183 -2.124647 3.278162 -0.062 0.010 0.101
H -1.494071 -2.496017 3.976792 0.042 -0.033 0.053
H -1.942021 -0.829231 3.576650 -0.055 0.067 0.102
C -5.150495 0.577501 0.449446 -0.523 0.313 0.201
C -5.338590 1.029626 1.756557 -0.062 0.001 -0.197
C -6.513408 1.679154 2.084169 0.044 -0.027 -0.088
C -7.464883 1.859286 1.089584 -0.003 0.053 0.257
N -7.309811 1.417572 -0.146680 -0.464 0.128 -0.305
C -6.190984 0.791340 -0.456190 0.462 -0.153 0.108
H -6.136034 0.426884 -1.473612 0.121 -0.070 -0.087
H -8.395857 2.374059 1.287483 -0.047 0.048 0.111
H -6.688573 2.042554 3.085072 -0.022 0.044 0.068
H -4.558944 0.863179 2.484199 0.040 -0.012 0.060
H -3.964211 0.395571 -2.026898 -0.054 0.030 -0.086
C -1.744956 -0.795206 -2.926619 0.179 0.085 -0.155
O -2.350114 -1.250493 -3.869869 -0.187 -0.063 0.019
N -0.485460 -0.271411 -3.114543 0.102 -0.172 -0.586
C 0.361232 0.414262 -2.254702 0.378 0.369 0.427
C -0.108715 1.184444 -1.188264 0.082 0.038 -0.035
C 0.782133 1.869447 -0.385269 -0.105 -0.006 0.023
C 2.134851 1.809751 -0.655017 0.497 0.433 0.341
C 2.621538 1.069391 -1.715337 0.050 0.021 -0.108
C 1.735831 0.372808 -2.512705 -0.177 -0.016 0.062
H 2.101605 -0.205168 -3.348540 0.043 -0.083 -0.077
H 3.681612 1.066165 -1.910560 0.119 -0.054 -0.117
S 3.265593 2.692397 0.400828 -0.155 -0.345 0.135
O 4.468515 2.978672 -0.313258 -0.088 -0.301 -0.146
O 2.591432 3.743660 1.092699 -0.262 -0.164 0.131
N 3.631968 1.548178 1.611175 -0.295 0.784 -0.194
C 3.953654 0.259202 1.254780 0.915 -1.097 -0.710
C 4.993966 -0.273059 0.539035 -0.581 0.324 0.414
C 4.711911 -1.669050 0.553739 -0.437 0.508 0.246
N 3.614458 -1.917606 1.217435 0.384 -0.838 -0.068
O 3.117954 -0.726104 1.653455 -0.011 0.916 0.032
C 5.517204 -2.747262 -0.068137 -0.091 -0.015 0.051
H 5.585647 -2.589295 -1.143278 0.038 -0.043 -0.077
H 5.056472 -3.710612 0.127177 0.018 -0.101 -0.018
H 6.526453 -2.738472 0.339299 0.080 -0.061 -0.010
C 6.172441 0.391707 -0.075261 0.014 0.038 0.143
H 7.061414 0.207821 0.527813 0.124 0.005 -0.029
H 6.006536 1.462312 -0.142639 0.181 -0.045 -0.073
H 6.353847 -0.010581 -1.070790 0.064 0.055 -0.104
H 2.932948 1.587512 2.339531 -0.099 0.137 0.157
H 0.439248 2.481828 0.433316 -0.150 0.063 0.078
H -1.165801 1.268275 -1.001356 -0.040 0.065 0.028
H -0.116831 -0.451315 -4.042485 -0.186 0.001 0.136
H -0.103235 -2.459890 -1.728081 0.085 -0.041 -0.072
H 1.148790 -4.830495 0.591976 0.001 -0.129 -0.004
H 1.501977 -4.023771 -0.944120 0.030 -0.051 -0.089
H 2.191996 -3.409004 0.569334 -0.069 -0.130 -0.051
```
Positions in Å, forces in eV/Å.

Results
E_HOMO = -8.458 eV
SMILES = Cc1cc(C)c2nc(-c3cccnc3)cc(C(=O)Nc3ccc(S(=O)(=O)Nc4onc(C)c4C)cc3)c2c1
max |F| = 1.6 eV/Å
frontier orbital gap = 0.2975 Ha
2S+1 = 1

Here is an isolated molecule of C28H25NO6S in a non-equilibrium geometry from the Open Molecules 2025 dataset. Energies are from ωB97M-V/def2-TZVPD.

The geometry in XYZ format:
```
61
Properties=species:S:1:pos:R:3:forces:R:3
C 1.285662 -3.719806 -4.286321 -0.192 0.344 0.199
H 1.297305 -4.537083 -3.568791 0.065 -0.035 0.059
H 2.266444 -3.638006 -4.746225 0.037 -0.048 -0.041
H 0.542691 -3.908246 -5.056441 -0.003 0.026 -0.029
C 0.963059 -2.415793 -3.577311 0.190 -0.680 -0.698
C 2.032648 -2.028996 -2.566653 0.322 0.196 0.141
O 3.067218 -2.635417 -2.419323 -0.168 0.076 -0.093
C 1.742629 -0.733805 -1.914275 0.253 0.358 0.457
C 2.226680 -0.466405 -0.677699 -0.142 -0.288 -0.524
N 1.990653 0.702576 -0.032276 0.100 -0.101 -0.250
C 1.245360 1.668586 -0.670740 -0.286 0.058 -0.497
C 0.767962 1.469555 -1.925780 0.050 0.056 0.254
C 0.976832 0.247189 -2.639955 0.103 -0.325 -0.339
C 0.557985 0.028929 -3.925383 -0.037 0.618 0.118
C 0.723842 -1.230596 -4.576611 0.106 -0.343 0.182
O 0.600228 -1.447669 -5.764228 0.000 -0.058 0.023
H 0.124793 0.831893 -4.501194 -0.096 0.103 -0.050
H 0.202245 2.256352 -2.399627 -0.009 0.140 0.034
C 0.958118 2.921993 0.041822 -0.278 0.302 -0.012
C -0.306827 3.312709 0.370488 0.044 0.239 0.094
S -0.333911 4.817453 1.187292 0.382 -0.281 -0.231
C 1.373337 4.952899 1.058873 -0.312 0.102 0.141
C 1.926857 3.884562 0.435137 -0.007 0.066 -0.016
H 2.978455 3.791306 0.230430 0.214 0.003 -0.016
H 1.864969 5.820990 1.449798 0.160 0.179 0.059
H -1.219795 2.778648 0.198734 -0.186 -0.199 -0.036
C 2.409873 0.873395 1.346214 0.100 0.097 0.524
C 1.236615 1.148326 2.256410 -0.070 -0.176 0.170
C 0.090735 0.374818 2.152197 0.229 0.029 0.010
C -1.035225 0.624845 2.932229 -0.159 0.198 0.252
C -0.962056 1.671337 3.818285 0.597 0.253 -0.095
C 0.198607 2.438077 3.945590 -0.413 -0.443 -0.178
C 1.310258 2.195073 3.179790 -0.149 -0.002 0.231
H 2.196514 2.798624 3.282440 0.131 0.121 -0.032
O 0.005095 3.402209 4.893321 0.395 -0.065 -0.230
C -1.318823 3.231019 5.355799 -0.561 0.711 0.859
O -1.911232 2.140854 4.681418 -0.087 -0.358 -0.265
H -1.898734 4.146414 5.157588 0.149 -0.224 -0.033
H -1.308622 3.033466 6.439063 0.046 -0.021 -0.268
H -1.927086 0.027566 2.849724 -0.147 -0.119 -0.026
H 0.066837 -0.440122 1.443976 -0.025 -0.114 -0.139
H 2.912504 -0.047358 1.654961 0.012 0.124 -0.139
H 3.130757 1.692981 1.418374 -0.018 -0.129 0.030
H 2.805611 -1.215168 -0.158791 0.052 -0.016 0.106
O -0.343469 -2.510386 -2.953419 0.108 0.079 -0.453
C -0.431628 -2.810486 -1.669447 -0.566 -0.288 0.599
O 0.512313 -2.990743 -0.939152 -0.088 -0.248 0.026
C -1.879632 -2.802247 -1.231345 0.263 -0.084 -0.053
H -2.484002 -3.185965 -2.054382 0.033 0.031 0.032
C -2.280023 -1.342254 -0.924103 -0.212 0.041 -0.088
H -1.401304 -0.774325 -0.607440 0.055 0.062 0.013
C -3.258979 -1.468546 0.238651 0.166 0.046 0.064
C -2.635418 -2.569691 1.091742 -0.182 -0.041 -0.046
H -1.798807 -2.166188 1.663106 0.060 0.034 0.080
C -2.122867 -3.589389 0.068341 0.123 -0.062 0.067
H -2.864402 -4.369188 -0.101573 -0.003 -0.024 -0.010
H -1.200747 -4.061567 0.405188 -0.060 -0.076 -0.018
H -3.344935 -3.010837 1.789984 0.039 0.009 0.110
H -4.234026 -1.789353 -0.130634 -0.088 0.016 -0.005
H -3.384525 -0.530503 0.778118 -0.098 0.061 0.009
H -2.704618 -0.848505 -1.795966 0.064 0.072 -0.034
```
Positions in Å, forces in eV/Å.

Results
E_HOMO = -7.530 eV
ΔE to the lowest compared entry with this formula, charge and spin = 3.43 kcal per mole
SMILES = C[C@]1(OC(=O)C2CCCC2)C(=O)C=C2C=C(c3ccsc3)N(Cc3ccc4c(c3)OCO4)C=C2C1=O
max |F| = 1.2 eV/Å
frontier orbital gap = 0.2784 Ha
2S+1 = 1

Among the records above, which one has the highest 2S+1? C28H25F5NORuS